{"formula": "C48H120F6N8O16P", "method": "ωB97M-V with the def2-TZVPD basis set", "homo_ev": -5.9, "e_tot_ev": -121988.7292, "multiplicity": 1, "de_lowest_kj_mol": 220.0, "e_lumo_ha": 0.0820, "orbital_gap_ha": 0.298, "total_charge": -1, "elements": ["P", "F", "F", "F", "F", "F", "F", "O", "O", "O", "O", "O", "O", "O", "O", "O", "O", "O", "O", "O", "O", "O", "O", "N", "N", "N", "N", "N", "N", "N", "N", "C", "C", "C", "C", "C", "C", "C", "C", "C", "C", "C", "C", "C", "C", "C", "C", "C", "C", "C", "C", "C", "C", "C", "C", "C", "C", "C", "C", "C", "C", "C", "C", "C", "C", "C", "C", "C", "C", "C", "C", "C", "C", "C", "C", "C", "C", "C", "C", "H", "H", "H", "H", "H", "H", "H", "H", "H", "H", "H", "H", "H", "H", "H", "H", "H", "H", "H", "H", "H", "H", "H", "H", "H", "H", "H", "H", "H", "H", "H", "H", "H", "H", "H", "H", "H", "H", "H", "H", "H", "H", "H", "H", "H", "H", "H", "H", "H", "H", "H", "H", "H", "H", "H", "H", "H", "H", "H", "H", "H", "H", "H", "H", "H", "H", "H", "H", "H", "H", "H", "H", "H", "H", "H", "H", "H", "H", "H", "H", "H", "H", "H", "H", "H", "H", "H", "H", "H", "H", "H", "H", "H", "H", "H", "H", "H", "H", "H", "H", "H", "H", "H", "H", "H", "H", "H", "H", "H", "H", "H", "H", "H", "H", "H", "H", "H", "H", "H", "H"], "coordinates": [[0.771, 0.235, -0.191], [-0.316, 0.236, -1.384], [0.389, -1.309, 0.066], [1.936, -0.171, -1.243], [1.035, 1.810, -0.525], [1.829, 0.439, 1.024], [-0.367, 0.608, 0.935], [5.139, 3.960, 1.111], [0.768, -4.056, 0.495], [-8.038, 0.852, 0.026], [-2.544, 3.796, -3.362], [-1.650, -3.782, 2.627], [3.138, 4.327, 3.407], [2.059, -5.354, 5.110], [-3.200, 2.852, 2.344], [6.405, 0.190, 3.127], [-1.021, -4.618, 5.287], [-2.533, -1.264, -7.226], [7.178, 3.762, 2.723], [0.740, -4.861, -4.357], [-4.137, -3.649, -2.418], [1.316, 0.476, -7.156], [-6.538, 3.224, -4.602], [2.762, -4.877, 2.201], [1.731, -1.692, -4.197], [0.560, -2.624, 4.126], [-3.585, -1.127, -3.928], [-6.460, 1.243, 2.155], [4.499, 1.157, 1.198], [5.416, 4.217, 4.941], [-4.998, 4.087, -1.814], [1.886, 3.910, 2.928], [3.670, -4.867, 3.375], [2.101, -3.825, 0.099], [4.840, -0.305, 1.309], [3.069, -3.748, 1.316], [8.185, 3.715, 1.742], [-1.338, -3.318, 5.706], [-7.377, 1.390, -1.061], [-1.818, -5.566, 5.912], [-5.548, 2.345, 2.442], [6.170, -0.642, 2.033], [7.529, 4.808, 3.616], [-1.387, -2.400, 2.513], [-6.194, 4.468, -4.024], [-4.397, -4.708, -1.514], [-0.100, -2.440, 5.418], [1.844, -5.590, 6.485], [2.014, -4.279, -4.566], [0.008, -1.944, 2.948], [-3.243, -1.339, -8.444], [-7.875, 1.506, 2.397], [-1.448, 2.937, -3.592], [-2.846, -1.643, -2.764], [6.842, 4.623, 4.966], [7.671, 0.015, 3.700], [-0.042, -4.262, -0.668], [-6.200, 4.605, -2.487], [1.990, -1.196, -5.561], [3.256, -5.789, 4.518], [-3.167, -0.412, -6.300], [0.785, -0.236, -8.261], [-3.693, -2.443, -1.794], [-2.982, -4.055, 2.313], [-4.210, 2.020, 1.828], [3.110, 5.153, 4.543], [-2.649, -0.517, -4.864], [-5.559, 2.216, -4.333], [-8.545, 1.730, 1.039], [5.149, 5.321, 0.737], [4.897, 3.221, -0.073], [5.233, 1.727, 0.060], [2.340, -2.943, -3.858], [4.571, 5.416, 4.952], [1.016, -0.063, -5.849], [-3.928, 5.048, -1.891], [-2.127, 3.004, 1.438], [-2.553, 4.343, -2.057], [-0.312, -3.955, -4.614], [8.014, -1.016, 3.859], [-0.098, -0.902, 3.282], [-1.204, 3.125, 2.009], [6.041, 5.614, 0.169], [-2.758, -2.026, -9.139], [8.103, 4.600, 1.099], [-3.999, 0.954, 1.998], [9.230, 3.698, 2.083], [-2.300, 3.653, -1.245], [-3.952, 5.621, -2.825], [6.178, -1.697, 2.322], [-1.668, 4.998, -2.080], [-7.848, 2.311, -1.431], [-0.309, -3.467, -5.596], [1.235, 3.304, 3.561], [-4.543, -1.839, -1.473], [-3.150, 0.633, -6.627], [7.459, 3.907, 5.518], [-6.908, 5.237, -4.331], [0.393, -5.048, -1.290], [-5.913, 3.332, 2.126], [4.693, -5.237, 3.198], [3.553, 0.995, 0.847], [8.375, 0.472, 2.993], [1.882, -0.897, -3.593], [-2.211, 3.955, 0.898], [-4.538, 2.482, -4.622], [1.372, 4.811, 2.555], [0.653, -2.624, 6.189], [1.864, -2.010, -6.275], [-0.196, -3.390, -1.315], [-3.111, -5.140, 2.286], [3.984, -0.710, 1.855], [-8.406, 2.801, 0.852], [-1.263, -4.488, -4.584], [-1.606, 2.467, -4.565], [-3.521, -4.927, -0.900], [-3.932, -1.932, -4.445], [-0.055, -0.251, -5.822], [4.257, 5.561, 0.149], [-5.911, 1.410, -4.977], [3.422, -2.833, -4.097], [-5.396, 2.447, 3.520], [3.859, 3.238, -0.426], [-0.356, -1.390, 5.642], [-3.780, 5.726, -1.046], [5.534, 3.544, -0.909], [5.134, 6.011, 1.583], [6.297, 1.496, -0.028], [-4.224, -0.714, -6.267], [2.503, -3.038, -2.781], [2.284, -2.923, -0.495], [-3.675, -3.796, 3.130], [3.120, -6.840, 4.224], [-8.333, 0.590, 2.788], [-0.328, -3.149, -3.879], [3.826, -3.871, 3.795], [2.590, 6.069, 4.234], [-2.203, -2.887, 5.185], [-3.196, -0.393, -8.993], [-4.201, 2.067, 0.730], [1.956, 3.380, 1.978], [-1.042, -4.479, -0.294], [-1.344, 2.116, -2.878], [-1.782, -5.449, 7.010], [7.044, 5.724, 3.241], [-1.617, -3.221, 6.763], [-7.370, 0.759, -1.953], [-2.887, -5.521, 5.668], [-5.479, 1.862, -3.304], [-9.629, 1.609, 1.072], [-2.121, 0.392, -4.568], [2.932, -2.799, 1.839], [1.285, 0.816, -5.262], [-7.099, 4.147, -2.064], [1.398, -6.590, 6.529], [-5.327, -4.553, -0.964], [4.663, 5.874, 5.947], [2.763, -5.009, -4.268], [7.033, 5.497, 5.611], [-4.562, -5.592, -2.133], [-4.245, -1.716, -8.232], [1.286, -1.203, -8.341], [1.386, -2.046, 4.261], [-1.408, -6.567, 5.767], [2.703, -5.436, 7.142], [2.555, 4.576, 5.292], [-3.340, -3.532, 1.421], [4.079, -5.860, 5.244], [8.164, 2.828, 1.107], [-1.756, -1.166, -4.916], [4.149, -3.788, 1.116], [1.063, -4.916, 6.838], [-4.699, 3.158, -2.055], [-1.872, -2.079, -3.005], [-1.927, 2.216, 0.714], [8.593, 4.991, 3.782], [4.882, 1.327, -0.910], [-1.439, -2.190, 1.438], [-2.058, -1.716, 3.045], [-0.548, 3.561, -3.635], [7.671, 0.489, 4.676], [-3.000, -2.732, -0.998], [3.050, -0.927, -5.480], [6.871, -0.555, 1.192], [2.344, -4.671, -0.561], [0.750, -2.069, 2.167], [-5.211, 4.806, -4.369], [-6.345, 1.668, -0.799], [-6.388, 0.920, 1.202], [3.157, -5.673, 1.703], [4.730, -0.726, 0.302], [-2.583, -0.778, -2.142], [0.945, 0.306, -9.193], [-0.301, -0.345, -8.187], [-6.282, 5.638, -2.147], [5.384, 3.987, 5.933], [2.209, -4.046, -5.620], [5.045, 6.170, 4.313], [-8.112, 2.320, 3.079]]}